{"formula": "C34H28N6STi", "method": "ωB97M-V/def2-TZVPD", "lumo_ev": -6.37, "total_energy_ev": -78592.809, "total_charge": 2, "de_lowest_kcal_mol": 54.3, "spin_multiplicity": 1, "homo_lumo_gap_ha": 0.2689, "symbols": ["Ti", "S", "N", "N", "N", "N", "N", "N", "C", "C", "C", "C", "C", "C", "C", "C", "C", "C", "C", "C", "C", "C", "C", "C", "C", "C", "C", "C", "C", "C", "C", "C", "C", "C", "C", "C", "C", "C", "C", "C", "C", "C", "H", "H", "H", "H", "H", "H", "H", "H", "H", "H", "H", "H", "H", "H", "H", "H", "H", "H", "H", "H", "H", "H", "H", "H", "H", "H", "H", "H"], "xyz": [[-0.211595, 0.014626, -0.246170], [-0.781270, -3.208320, 2.820434], [2.251480, -0.830539, 0.050245], [2.529298, 0.758443, -3.216567], [0.979315, 1.307258, 0.997210], [0.948573, 1.157361, -1.705803], [-0.215966, -1.844041, 0.696720], [2.354111, 1.671402, 2.698564], [0.317874, -3.095535, 0.477487], [1.948037, 0.808674, 1.745631], [0.126921, -3.984925, 1.553291], [-1.560206, -0.578874, 2.224074], [-0.531630, 3.112886, -4.509974], [-1.838363, 0.088038, -1.627728], [-0.051838, 3.620087, 0.981341], [-1.052401, -0.955115, -2.262666], [-3.147344, 0.581508, 3.602910], [2.122091, 0.589134, -1.942427], [1.433454, -4.851819, -0.704457], [1.597258, 2.818833, 2.574450], [-0.457723, 2.651073, -3.211676], [0.611052, -5.283880, 1.523898], [3.013127, -0.019170, -0.904464], [-2.347633, -0.518960, 3.379522], [2.580563, -0.514081, 1.441065], [-2.705098, -1.957044, -1.046539], [1.579947, 1.514386, -3.866185], [-0.060776, 4.804524, 1.688021], [-1.552103, 0.464660, 1.272392], [-2.379281, 1.551168, 1.525032], [-3.165026, 1.612705, 2.672630], [1.261058, -5.709920, 0.383552], [-2.873837, -0.598860, -0.890415], [0.987282, -3.546370, -0.667323], [1.564763, 4.002416, 3.297697], [1.498528, 1.972768, -5.171905], [0.758312, 2.593784, 1.463661], [0.597280, 1.795814, -2.892096], [0.705420, 4.981507, 2.844448], [0.411529, 2.762265, -5.480568], [-1.603477, -2.181047, -1.898665], [-0.827400, -1.766627, 1.865816], [3.485219, 0.820191, -0.373830], [0.633215, 5.911566, 3.384656], [2.448902, -1.817918, -0.116728], [1.916452, -5.230835, -1.591555], [3.090585, 1.530645, 3.372467], [-3.774107, 0.630150, 4.479650], [3.381063, 0.416688, -3.633829], [-2.041706, 1.051421, -2.087597], [-3.811448, 2.461858, 2.831574], [-1.335294, 3.772008, -4.794745], [3.669230, -0.450920, 1.611622], [3.812466, -0.591771, -1.391631], [-1.172183, 2.971827, -2.467080], [-1.285717, -3.151801, -2.243518], [1.631362, -6.720601, 0.328287], [0.467138, -5.940129, 2.366537], [-2.345562, -1.345901, 4.075077], [2.251113, 1.735135, -5.905523], [-0.617138, 3.489430, 0.069248], [-3.708305, -0.121729, -0.397577], [-0.675951, 5.620028, 1.345521], [1.108647, -2.887719, -1.521206], [0.303597, 3.139554, -6.484753], [2.177191, 4.154106, 4.171222], [-0.375145, -0.813987, -3.102237], [-3.337981, -2.723574, -0.636007], [-2.457818, 2.359343, 0.804930], [2.188104, -1.303143, 2.094843]], "forces_ev_per_a": [[0.160, -0.488, -0.307], [0.162, 0.331, -0.440], [-0.139, 0.081, -0.279], [-0.073, -0.115, 0.329], [0.383, -0.284, 0.338], [0.198, -0.307, -0.098], [-0.331, 0.153, 0.847], [-0.075, -0.343, -0.098], [0.377, -0.940, 0.107], [0.206, -0.022, 0.018], [0.007, 0.413, -0.258], [-0.287, 0.513, 0.092], [-0.112, 0.024, 0.103], [0.005, 0.321, -0.470], [0.159, -0.207, 0.038], [0.201, 0.203, -0.640], [-0.024, 0.082, 0.010], [0.538, 0.039, -0.228], [0.037, -0.056, 0.040], [-0.665, 0.245, -0.571], [0.071, -0.115, 0.017], [-0.026, -0.007, -0.043], [0.131, 0.181, -0.205], [0.238, -0.028, -0.290], [0.063, -0.020, 0.296], [-0.293, 0.037, 0.138], [-0.761, 0.394, 0.282], [-0.141, -0.069, -0.143], [-0.425, -0.153, 0.689], [-0.027, 0.116, -0.138], [0.131, -0.099, -0.091], [-0.035, 0.043, 0.037], [-0.060, -0.270, -0.149], [-0.175, 0.173, 0.051], [0.019, -0.013, 0.000], [-0.028, 0.040, 0.005], [0.315, 0.624, 0.586], [0.268, 0.077, -0.837], [0.100, -0.105, 0.049], [0.185, -0.079, 0.002], [0.085, 0.285, -0.010], [-0.043, -0.604, 0.266], [0.007, -0.183, -0.135], [0.033, 0.112, 0.030], [-0.260, 0.264, 0.059], [0.082, 0.029, -0.095], [0.000, -0.135, -0.051], [-0.028, 0.009, 0.077], [0.054, -0.021, 0.156], [0.206, -0.140, 0.098], [-0.057, 0.104, 0.002], [-0.118, 0.091, 0.025], [-0.273, -0.056, -0.005], [-0.118, 0.082, 0.136], [-0.068, -0.016, -0.005], [0.121, -0.048, 0.013], [0.037, -0.109, -0.007], [-0.010, -0.134, 0.077], [-0.041, -0.057, 0.122], [0.101, -0.025, -0.110], [-0.093, 0.078, 0.011], [0.213, 0.026, 0.200], [-0.090, 0.106, -0.061], [-0.014, -0.088, 0.036], [-0.026, 0.054, -0.086], [0.104, 0.029, 0.105], [-0.051, 0.034, 0.275], [-0.060, -0.105, 0.128], [-0.007, -0.057, 0.078], [0.037, 0.102, -0.118]], "mulliken_charge": [-1.707, -0.346, -0.199, -0.109, 1.244, 0.878, 2.171, -0.075, -0.643, -0.209, 0.887, 0.392, -0.917, -0.155, -0.209, -0.667, -1.049, 0.137, -1.039, 0.849, -0.536, -0.700, -0.942, -1.233, -1.250, -0.835, 0.498, -1.022, 1.400, 0.275, -0.882, -0.793, -0.624, -0.448, -1.139, -1.068, 0.038, 0.553, -0.623, -0.605, -0.894, 0.295, 0.234, 0.431, 0.361, 0.461, 0.269, 0.445, 0.282, 1.066, 0.539, 0.461, 0.579, 0.523, 0.326, 0.598, 0.455, 0.490, 0.515, 0.463, 0.385, 0.543, 0.478, 0.461, 0.423, 0.471, 0.700, 0.546, 0.427, 0.373]}